# 1
Formula: C14H17N3PtSe
Source: the Open Molecules 2025 dataset
Level of theory: the ωB97M-V functional and the def2-TZVPD basis

ORCA input file:
```
! wB97M-V def2-TZVPD RIJCOSX def2/J DEFGRID3
* xyz 0 3
C -2.89888 -0.51698 0.46250
C -2.76026 0.79685 -0.51048
H -2.98910 -1.39707 -0.18364
H -3.80728 -0.28969 1.03054
H -2.17579 -0.80789 1.28182
H -1.76386 1.09569 -0.97407
H -3.25353 0.39788 -1.41549
H -3.28301 1.66844 -0.11549
C -0.06600 -2.49691 0.81236
C 0.77394 -3.59103 0.63174
C 1.95768 -3.44382 -0.09341
C 2.24604 -2.20447 -0.65375
H -0.97281 -2.57027 1.40641
H 0.51264 -4.54139 1.08264
H 2.65336 -4.26645 -0.23432
H 3.16158 -2.00452 -1.20835
N 0.22539 -1.29690 0.26573
C 1.35076 -1.13585 -0.48584
C 1.54384 0.19330 -1.06192
N 0.61245 1.13564 -0.74408
C 0.67585 2.35958 -1.30424
C 2.66063 1.76054 -2.53236
C 1.66461 2.69229 -2.22617
H -0.10270 3.06402 -1.01897
H 1.65554 3.67864 -2.67477
C 2.59730 0.50545 -1.94059
H 3.34998 -0.25580 -2.12984
H 3.45178 1.99568 -3.24017
Pt -1.02697 0.42872 0.59545
C -1.16755 2.35008 1.26210
H -1.45142 3.09302 0.50689
H -0.17409 2.58083 1.66995
H -1.90694 2.33041 2.06977
Se -0.26575 -0.92142 5.36872
C -0.46773 -0.37387 3.71499
N -0.55973 -0.01275 2.58631
*
```

The HOMO-LUMO gap (alpha / beta) is 4.265 / 6.320 eV. The lowest unoccupied orbital energy (alpha / beta) comes out at -0.836 / -0.629 eV. For the energy, the calculation gives -87850.8802 eV. As for the HOMO energy (alpha / beta): -5.1 / -6.9 eV.

# 2
Formula: C14H17NO3S
Source: the Open Molecules 2025 dataset
Level of theory: the ωB97M-V functional and the def2-TZVPD basis

ORCA input file:
```
! wB97M-V def2-TZVPD RIJCOSX def2/J DEFGRID3
* xyz 0 1
O 0.32344 -5.51887 0.91956
C -0.51281 -4.96301 1.58011
O -1.38766 -5.62073 2.34666
H -1.25103 -6.57935 2.27923
C -0.74635 -3.47782 1.61545
H 0.18709 -2.92477 1.72442
H -1.46424 -3.21329 2.38738
S -1.47679 -3.01261 0.00770
C 0.06012 -2.94773 -0.98201
C 0.81184 -1.71073 -0.53177
O 1.64229 -1.74361 0.35400
N 0.43076 -0.57958 -1.15662
H -0.31995 -0.61216 -1.82894
C 0.89299 0.73030 -0.75660
C -0.16537 1.53581 -0.04869
C 0.16435 2.86144 0.23257
C -0.75446 3.67454 0.87439
C -1.98996 3.17148 1.24660
C -2.31040 1.85319 0.97519
C -1.40081 1.03424 0.32639
H -1.65810 0.00384 0.12802
H -3.27137 1.45731 1.26828
H -2.70168 3.80889 1.75018
H -0.50107 4.70329 1.08767
C 1.51564 3.32841 -0.20852
C 1.72236 2.97435 -1.68615
C 1.40582 1.49908 -1.98756
H 0.63510 1.44085 -2.75974
H 2.29029 0.98694 -2.36855
H 2.75115 3.20229 -1.96714
H 1.07012 3.61450 -2.28264
H 1.62081 4.40477 -0.06646
H 2.28328 2.83202 0.39208
H 1.72425 0.55046 -0.06288
H 0.62283 -3.85736 -0.77571
H -0.24246 -2.90638 -2.02589
*
```

The HOMO-LUMO gap is 9.510 eV. The lowest unoccupied orbital energy comes out at 0.593 eV. For the energy, the calculation gives -33263.2220 eV. As for the HOMO energy: -8.9 eV.

# 3
Formula: C14H17O2RhS5Si2
Source: the Open Molecules 2025 dataset
Level of theory: the ωB97M-V functional and the def2-TZVPD basis

ORCA input file:
```
! wB97M-V def2-TZVPD RIJCOSX def2/J DEFGRID3
* xyz -2 5
Rh -1.13665 0.59458 -0.19934
C 2.05855 1.45486 -1.55452
Si 1.18422 0.74107 -0.03452
C 1.81873 1.78306 1.40446
C 2.04990 -0.95235 0.16193
C 3.42898 -1.12941 0.32790
C 3.98476 -2.39715 0.40403
C 3.16434 -3.51965 0.31138
C 1.79784 -3.35719 0.14596
C 1.23014 -2.07984 0.07279
Si -0.60508 -1.70530 -0.17892
C -1.53064 -2.48626 1.26624
C -1.14991 -2.59550 -1.73822
H 3.14370 1.41346 -1.41097
H 1.76703 2.49257 -1.72113
H 1.81265 0.88797 -2.45610
H 2.91130 1.85570 1.36566
H 1.53093 1.35327 2.36602
H 1.39887 2.78995 1.35558
H 4.08053 -0.26245 0.39639
H 5.05567 -2.51768 0.53043
H 3.59560 -4.51373 0.36551
H 1.16516 -4.23795 0.07164
H -1.35078 -3.56678 1.25653
H -2.60508 -2.31208 1.18368
H -1.18801 -2.08439 2.22139
H -1.00219 -3.67530 -1.62124
H -0.55357 -2.26007 -2.59023
H -2.20042 -2.39716 -1.96321
S -2.91476 7.59195 0.88218
C -2.51371 5.97124 0.63678
S -2.78841 4.70762 1.84752
C -1.99830 3.43416 0.95607
C -1.79381 3.69467 -0.41363
S -1.07551 2.63589 -1.53257
S -2.36510 5.24320 -0.97257
S -1.55787 2.00801 1.75955
O -4.53171 -1.52683 -1.55646
C -4.21179 -0.67642 -0.72622
O -3.17699 0.05777 -0.71986
H -4.92863 -0.45752 0.10011
*
```

The HOMO-LUMO gap (alpha / beta) is 4.287 / 6.076 eV. The lowest unoccupied orbital energy (alpha / beta) comes out at 4.457 / 3.928 eV. For the energy, the calculation gives -91831.2289 eV. As for the HOMO energy (alpha / beta): 0.2 / -2.1 eV.

# 4
Formula: C14H18Br2N3O6PV
Source: the Open Molecules 2025 dataset
Level of theory: the ωB97M-V functional and the def2-TZVPD basis

ORCA input file:
```
! wB97M-V def2-TZVPD RIJCOSX def2/J DEFGRID3
* xyz 1 3
V 0.84146 -1.17922 0.34074
N -1.10209 -3.09322 0.43876
N -0.56095 -3.87840 1.47005
C 0.76517 -3.66498 1.78175
O 1.38282 -4.33950 2.54922
O 1.20455 -2.56758 1.15818
H -2.09149 -2.96164 0.60720
H -0.99256 -3.54010 -0.46742
H -0.93631 -4.79045 1.67650
C -1.24798 -0.51213 2.80230
C -0.48313 0.67950 2.31999
C -0.65550 1.95787 2.87323
C 0.07005 3.03020 2.41494
C 1.03369 2.84006 1.40565
C 1.89841 3.81459 0.84990
Br 1.74560 5.61652 1.38948
C 2.84415 3.46632 -0.07634
C 2.99225 2.13506 -0.50490
Br 4.34821 1.67358 -1.72321
C 2.14818 1.15127 -0.03309
O 2.14814 -0.12790 -0.37778
C 1.16458 1.53205 0.90924
N 0.38690 0.48710 1.33025
H -2.07770 -0.22353 3.44226
H -0.59129 -1.16924 3.37793
H -1.62244 -1.08542 1.95066
H -1.37222 2.08643 3.67214
H -0.08298 4.01605 2.83341
H 3.50091 4.22086 -0.48600
C -1.58252 -2.02938 -3.50382
O -0.78150 -2.03417 -2.29613
P -0.51837 -0.70012 -1.46969
O -2.00445 -0.17124 -1.25188
C -2.38841 0.98744 -0.50139
O -0.01336 0.38233 -2.53527
C 1.15299 0.10639 -3.34445
H -1.13274 -2.74394 -4.18637
H -1.60234 -1.03861 -3.95359
H -2.59747 -2.33253 -3.25810
H -3.26238 1.40677 -0.99182
H -1.59935 1.74058 -0.48365
H -2.65558 0.69811 0.51438
H 0.85420 -0.43768 -4.24027
H 1.89297 -0.47154 -2.79631
H 1.57988 1.06342 -3.62668
*
```

The HOMO-LUMO gap (alpha / beta) is 7.238 / 7.207 eV. The lowest unoccupied orbital energy (alpha / beta) comes out at -3.958 / -4.097 eV. For the energy, the calculation gives -206623.8370 eV. As for the HOMO energy (alpha / beta): -11.2 / -11.3 eV.